No. 1
Density functional theory data (the ωB97M-V functional and the def2-TZVPD basis) for C19H34CeN2O3P2 as an isolated structure at a distorted geometry.

Geometry as XYZ:
```
61
Properties=species:S:1:pos:R:3:forces:R:3
Ce -0.32247 0.19786 0.60372 1.27 1.46 -2.72
P -1.90079 -1.24169 -1.49653 0.11 0.00 -0.45
P 1.91447 1.95463 1.70035 0.33 0.39 -0.01
N 0.60874 0.84330 -1.15340 -1.58 -0.98 3.12
H -3.04366 -0.31151 1.40751 -0.55 0.43 0.40
C -3.41155 -0.33700 -2.01676 -0.13 0.08 0.14
H -4.14189 -1.04680 -2.42977 0.10 0.31 0.01
H -3.15419 0.42143 -2.76926 -0.07 -0.20 0.24
H -3.83899 0.17267 -1.13971 -0.01 -0.15 -0.34
C -2.57320 -2.90973 -1.16735 -0.07 -0.03 0.20
H -3.29605 -3.17015 -1.95160 0.17 -0.12 0.20
H -3.07308 -2.90225 -0.18994 0.00 -0.12 -0.22
H -1.75169 -3.63781 -1.13959 -0.22 0.19 -0.05
C -1.04629 -1.51878 -3.09358 0.09 0.02 0.13
H -1.70202 -2.07056 -3.78111 0.15 0.12 0.12
H -0.13180 -2.09607 -2.90146 -0.24 0.13 -0.07
H -0.76746 -0.55272 -3.53154 -0.03 -0.20 0.11
C 1.54596 3.71680 2.07284 -0.27 -0.05 0.09
H 2.33646 4.14676 2.70555 -0.24 -0.04 -0.22
H 0.57639 3.77028 2.58907 0.32 0.14 -0.10
H 1.47503 4.27684 1.12881 -0.02 -0.16 0.32
C 2.75705 1.42714 3.24153 -0.07 -0.08 0.04
H 3.57894 2.10921 3.50228 -0.19 -0.20 -0.05
H 3.14384 0.40989 3.09118 -0.06 0.25 0.15
H 2.01987 1.40327 4.05610 0.25 -0.05 -0.17
C 3.32366 2.17221 0.55160 -0.02 -0.22 -0.03
H 4.18213 2.61587 1.07175 -0.15 -0.06 -0.14
H 3.01069 2.81870 -0.27727 0.06 -0.22 0.13
H 3.59689 1.19517 0.13658 0.05 0.24 0.01
C 1.24590 1.15315 -2.29819 0.63 0.30 -1.06
C 1.47984 2.57604 -4.26599 0.47 -0.18 -0.34
C 0.85958 2.30099 -3.06417 0.09 -0.72 0.57
C 2.31183 0.32878 -2.78902 -0.75 0.53 0.31
C 2.92140 0.62882 -3.99388 -0.01 0.28 -0.22
C 2.51554 1.74944 -4.73572 -0.06 -0.01 0.01
H 1.15908 3.44011 -4.85507 0.17 -0.27 0.17
H 0.05341 2.92702 -2.66918 0.27 -0.22 -0.17
H 2.59444 -0.54060 -2.18961 -0.08 0.24 -0.23
H 3.72038 -0.02119 -4.36485 -0.26 0.29 0.07
H 3.00560 1.97480 -5.68210 -0.13 -0.04 0.20
C -2.96764 0.63956 2.01496 0.54 -0.15 -0.66
O -1.91628 1.38726 1.39706 0.05 -0.54 0.30
C -4.23190 1.47792 1.97431 -0.35 0.09 -0.06
H -5.03802 1.04400 2.58249 0.20 0.03 -0.20
H -4.60576 1.62907 0.95673 0.13 -0.03 0.11
H -3.98255 2.46507 2.38936 -0.08 -0.25 -0.09
C -2.64372 0.24641 3.44524 0.11 -0.09 0.51
H -2.31412 1.13120 4.00508 -0.07 -0.11 -0.11
H -1.85921 -0.51979 3.53080 -0.15 0.27 -0.14
H -3.54742 -0.14392 3.93348 0.23 0.03 -0.08
O 0.89235 -3.69193 -1.15832 0.17 0.05 1.26
C 0.94778 -3.41375 0.02919 -0.39 0.50 -0.68
C 1.39777 -4.31639 1.17880 0.09 -0.47 -0.33
C 1.04557 -3.55674 2.43922 0.00 0.45 0.35
C 0.63296 -2.19104 1.90353 0.04 0.23 -0.38
O 0.35976 -1.15207 2.58443 0.26 -1.07 -0.42
N 0.56683 -2.17107 0.55533 0.04 -0.31 0.69
H 0.88819 -5.27892 1.11877 0.13 0.02 -0.17
H 2.47912 -4.49406 1.10053 -0.30 0.00 -0.10
H 0.21048 -3.99848 3.00046 0.22 0.16 -0.10
H 1.90382 -3.46669 3.10633 -0.20 0.13 0.16
```
Forces are in eV/Å.

Output
Kohn-Sham gap (spin up / spin down)	0.2518 / 0.2514	Eh
LUMO energy (spin up / spin down)	0.0108 / 0.0104	Eh

No. 2
Density functional theory data (the ωB97M-V functional and the def2-TZVPD basis) for C19H34O3 in the gas phase.

Geometry as XYZ:
```
56
Properties=species:S:1:pos:R:3:forces:R:3
C 1.24326 1.27400 -1.18061 0.00 0.02 -0.04
O 0.70170 1.19487 0.11173 -0.04 0.06 0.24
C 0.00252 2.32821 0.62382 -0.19 0.45 0.26
C 0.87142 3.59409 0.61329 -0.09 -0.41 -0.10
H 1.01606 3.97128 -0.39667 0.03 0.07 -0.09
H 0.38937 4.37085 1.20053 -0.05 0.11 0.05
H 1.84332 3.37769 1.05100 0.11 0.01 0.07
C -0.29240 1.93820 2.07444 0.15 0.03 -0.41
H -0.78323 0.97129 2.09452 -0.13 -0.15 0.06
H 0.64277 1.85261 2.62136 0.11 -0.01 0.09
H -0.92016 2.68365 2.55417 -0.10 0.07 0.08
C -1.30090 2.60518 -0.16212 0.27 -0.41 -0.10
C -2.16932 1.35888 -0.37688 0.02 0.24 0.15
H -2.58537 1.37669 -1.38786 0.00 -0.07 -0.02
C -3.32880 1.24322 0.61192 -0.01 -0.25 -0.40
C -4.12816 -0.05911 0.46884 -0.10 0.12 0.38
C -5.51083 0.10798 1.09928 0.16 -0.08 -0.23
H -6.05651 0.91675 0.61854 -0.08 0.09 0.00
H -6.09586 -0.80370 0.99808 -0.10 -0.08 0.04
H -5.41793 0.33977 2.15830 -0.02 0.04 0.15
H -4.25795 -0.27576 -0.59772 0.02 -0.01 -0.02
C -3.41648 -1.25576 1.12743 -0.11 0.06 -0.26
C -2.15899 -1.65105 0.43273 0.26 -0.23 0.38
C -0.96493 -1.73960 1.02328 -0.49 0.05 0.06
C 0.29192 -2.00875 0.34926 0.74 -0.12 -0.04
C 1.43078 -1.79973 1.03882 -0.59 -0.06 0.04
C 2.82615 -1.88538 0.60918 0.45 -0.11 0.14
O 3.74831 -1.93428 1.39390 -0.15 0.06 -0.10
O 3.01073 -1.87488 -0.72495 -0.19 0.05 -0.15
C 4.36337 -1.91155 -1.19802 0.69 -0.06 -0.12
C 4.93895 -0.49899 -1.22664 -0.26 -0.32 0.20
H 4.35512 0.12976 -1.89558 -0.03 0.07 -0.11
H 5.96947 -0.52659 -1.56961 0.11 0.02 -0.05
H 4.91219 -0.07213 -0.22718 0.04 0.07 0.06
C 4.33868 -2.54871 -2.58071 -0.18 0.10 0.43
H 5.34879 -2.61109 -2.97504 0.10 0.00 -0.06
H 3.91836 -3.55008 -2.52918 -0.02 -0.10 -0.04
H 3.73024 -1.94935 -3.25375 -0.05 0.06 -0.13
H 4.94808 -2.52620 -0.50074 -0.14 0.13 -0.18
H 1.36140 -1.51435 2.08003 -0.04 0.04 0.04
C 0.23105 -2.47216 -1.07094 0.14 -0.08 -0.04
H -0.05675 -1.64257 -1.71560 -0.08 0.07 -0.14
H -0.51352 -3.25994 -1.17440 -0.08 0.00 -0.03
H 1.19332 -2.84256 -1.40388 -0.10 -0.01 -0.08
H -0.88853 -1.52089 2.08080 -0.04 0.08 0.15
H -2.27148 -1.85809 -0.62277 0.12 -0.03 -0.20
H -4.10401 -2.10825 1.10006 -0.03 0.00 0.07
H -3.21291 -1.02521 2.17519 -0.03 -0.01 0.08
H -4.00525 2.08627 0.44540 0.00 0.07 0.08
H -2.95947 1.32036 1.63439 -0.01 0.05 0.15
H -1.52801 0.48216 -0.29761 -0.02 0.08 -0.14
H -1.02728 3.02539 -1.13258 0.01 0.09 0.01
H -1.86327 3.37324 0.37084 0.00 0.13 0.00
H 0.47567 1.44908 -1.94323 0.00 0.01 -0.03
H 1.70542 0.30310 -1.35474 0.03 0.03 -0.12
H 2.00987 2.05213 -1.26214 -0.01 -0.01 -0.03
```
Forces are in eV/Å.

Output
Kohn-Sham gap	0.3321	Eh
SMILES string	COC(C)(C)CCC[C@H](C)C/C=C/C(C)=C/C(=O)OC(C)C
energy relative to the best compared isomer or geometry (same formula, charge and spin)	2.4	kcal per mole
LUMO energy	0.0203	Eh

No. 3
Density functional theory data (the ωB97M-V functional and the def2-TZVPD basis) for C19H35AsF4N7NdO as an isolated structure at a distorted geometry.

Geometry as XYZ:
```
68
Properties=species:S:1:pos:R:3:forces:R:3
Nd 0.21161 0.02085 -0.23763 1.29 0.25 -1.09
C 2.06565 -2.21975 2.08174 0.09 0.19 0.08
C 2.11879 -0.77717 2.56975 -0.11 -0.23 -0.12
N 2.08667 0.20573 1.45831 0.50 0.19 0.44
C 3.40899 0.26488 0.76830 0.08 0.05 0.20
C 4.59805 0.70725 1.61987 -0.07 -0.04 -0.08
C 1.73809 1.55210 1.99995 -0.42 0.02 -0.03
C 0.23949 1.77036 2.23660 -0.07 0.47 0.13
N -0.57261 1.70673 1.01002 0.34 0.00 0.35
C -1.77578 1.05788 1.11222 -1.29 0.32 0.71
C -1.95666 -0.19822 1.73313 0.51 0.12 -0.54
F -0.78647 -0.89388 1.99396 -0.37 0.06 0.59
C -3.17012 -0.83339 1.86432 -0.11 0.01 -0.13
F -3.21347 -2.04215 2.42408 0.03 -0.10 0.06
C -4.31074 -0.24949 1.35486 0.09 0.05 -0.02
C -4.17064 0.93963 0.65417 -0.14 -0.16 0.07
F -5.24573 1.49758 0.11052 0.01 0.08 -0.05
C -2.94835 1.56596 0.51515 0.39 -0.03 0.10
F -2.85550 2.69862 -0.18997 -0.14 0.10 0.01
H 1.91569 -2.88788 2.92902 -0.01 -0.02 -0.02
H 1.22289 -2.36086 1.39815 -0.03 -0.08 -0.01
H 2.98944 -2.52560 1.58935 -0.03 -0.01 -0.06
H 1.26100 -0.58974 3.21140 0.00 0.06 -0.01
H 3.01319 -0.62538 3.17555 -0.03 0.06 0.07
H 3.61912 -0.72688 0.35821 -0.07 0.01 -0.08
H 3.30125 0.95504 -0.07059 -0.04 -0.03 -0.04
H 4.87346 -0.02972 2.37183 0.00 0.01 0.02
H 5.46261 0.83903 0.96966 0.01 0.01 0.01
H 4.40994 1.65923 2.11365 0.03 0.01 0.00
H 2.24308 1.72302 2.95336 0.15 0.09 -0.07
H 2.07571 2.30464 1.28205 0.09 -0.02 0.02
H -0.13106 1.11617 3.02977 0.02 -0.05 -0.01
H 0.15198 2.79080 2.62434 0.09 -0.05 0.16
H -5.28023 -0.71463 1.46258 0.01 -0.02 -0.02
C 3.05860 1.29497 -5.40666 0.02 0.06 -0.04
N 3.01377 0.71314 -4.06661 0.07 0.08 -0.05
C 4.18229 -0.07884 -3.70273 -0.02 -0.05 0.00
C 1.99433 0.84722 -3.19990 0.02 -0.22 0.13
N 1.84142 0.10645 -2.13339 -0.01 0.19 -0.22
N 1.11460 1.87583 -3.48233 -0.04 0.19 -0.02
C -0.15735 2.09681 -2.98353 -0.15 -0.18 0.05
N -0.79097 3.15547 -3.52376 0.04 0.05 -0.03
N -0.68864 1.32470 -2.09515 0.00 0.11 -0.21
H 3.75271 2.13683 -5.44358 -0.02 0.01 -0.01
H 2.07667 1.61365 -5.74589 -0.01 -0.06 0.01
H 3.40290 0.53509 -6.10679 0.00 0.00 0.01
H 5.03216 0.27772 -4.27959 0.00 0.01 0.00
H 4.04534 -1.14040 -3.92586 -0.02 0.00 0.02
H 4.42037 0.05054 -2.64742 0.00 0.00 0.00
H 2.50682 -0.65680 -2.15680 0.10 -0.02 0.02
H 1.44727 2.56501 -4.13351 0.05 0.03 0.00
H -0.37984 3.76253 -4.21084 0.04 -0.03 0.00
H -1.67004 3.44549 -3.13083 -0.01 0.04 -0.01
H -1.63778 1.62711 -1.90156 -0.08 0.06 0.04
C 1.22758 -3.80602 -1.31401 -0.36 -0.03 -0.03
As -0.65888 -3.43835 -1.02373 -0.01 -0.96 -0.27
C -1.36846 -4.48200 0.43333 0.08 0.17 -0.18
C -1.62643 -3.89397 -2.62288 0.06 0.08 0.23
O -0.82102 -1.80231 -0.71846 -0.60 -0.90 -0.19
H 1.47364 -4.81869 -0.99986 -0.02 0.00 0.01
H 1.82349 -3.09638 -0.74451 0.00 -0.02 0.06
H 1.43955 -3.70020 -2.37688 -0.02 0.02 0.00
H -1.09738 -5.52770 0.29495 0.02 0.01 -0.02
H -2.45282 -4.38380 0.41583 0.00 0.03 0.01
H -0.98885 -4.11736 1.38548 0.05 0.04 -0.03
H -1.50296 -4.95359 -2.84209 0.03 0.00 0.02
H -1.25748 -3.29475 -3.45227 0.03 0.01 0.01
H -2.67994 -3.67714 -2.45486 0.00 0.01 0.00
```
Forces are in eV/Å.

Output
Kohn-Sham gap (spin up / spin down)	0.3092 / 0.3105	Eh
energy relative to the best compared isomer or geometry (same formula, charge and spin)	19.2	kcal per mole
LUMO energy (spin up / spin down)	-0.1728 / -0.1722	Eh
charge	+2
⟨S²⟩	3.7529
2S+1	4

No. 4
Density functional theory data (the ωB97M-V functional and the def2-TZVPD basis) for C19H35AsN2O2PdSi2 as an isolated structure at a distorted geometry.

Geometry as XYZ:
```
62
Properties=species:S:1:pos:R:3:forces:R:3
Pd -0.18931 -0.83981 -0.38826 -0.03 -0.10 0.45
O -0.54685 1.15197 1.17536 -0.08 0.21 0.24
C -1.65220 1.41670 1.70331 -0.10 0.14 -0.17
C -1.74533 1.85212 3.06607 0.09 0.12 0.40
C -2.90436 2.30902 3.63095 0.17 0.03 0.07
C -4.09162 2.33861 2.89511 -0.50 0.09 0.09
C -4.08596 1.84484 1.60634 0.00 0.01 -0.06
C -2.92467 1.36003 0.99768 0.41 0.12 0.67
C -2.97030 0.74720 -0.29359 -0.35 -0.19 -0.80
N -1.97012 0.48003 -1.13436 -0.13 0.03 0.50
C -2.53521 -0.10975 -2.22932 -0.55 -0.07 -0.41
C -3.88772 -0.19670 -2.08710 0.06 0.01 -0.35
N -4.17104 0.36552 -0.86623 0.49 0.04 0.30
H -0.82808 1.84188 3.64209 0.09 -0.05 -0.04
H -2.90176 2.66418 4.65996 0.02 -0.03 -0.06
H -4.99705 2.73500 3.34257 -0.03 -0.05 -0.09
H -5.01807 1.86533 1.04183 0.06 0.01 0.04
H -1.93200 -0.42732 -3.06256 0.04 -0.09 -0.01
H -4.66152 -0.58487 -2.72620 0.04 -0.09 -0.02
H -5.05352 0.33889 -0.38509 0.17 -0.04 -0.06
C 2.33196 3.49298 -2.38739 -0.36 -0.30 0.19
As 0.95053 2.30298 -1.54212 -0.15 2.84 -1.35
C -0.34512 2.31702 -3.02307 -0.01 -0.16 0.38
C 0.32654 3.59150 -0.21898 -0.08 -0.36 0.02
O 1.70740 0.95987 -1.14466 0.77 -1.52 0.47
H 1.88396 4.43790 -2.69116 -0.05 0.12 -0.03
H 2.77534 3.00713 -3.25767 -0.07 -0.09 0.06
H 3.11528 3.68580 -1.65455 -0.01 -0.05 0.03
H -0.30780 3.28704 -3.51693 0.12 0.09 0.04
H -1.34141 2.12813 -2.63456 0.05 0.01 -0.01
H -0.08898 1.53287 -3.73663 0.09 -0.02 0.12
H -0.00464 4.49740 -0.72270 0.04 0.04 -0.18
H 1.16465 3.81653 0.44275 -0.02 -0.07 -0.07
H -0.47173 3.15095 0.36551 -0.03 -0.05 0.04
C -1.60039 -2.35650 2.32297 0.33 -0.10 -0.50
Si -0.65995 -3.01578 0.76876 -0.16 -0.33 0.62
C -2.06603 -3.28111 -0.58813 0.42 0.16 0.26
C -0.47153 -4.90114 1.25455 -0.21 0.39 -0.09
C 1.12801 -2.42819 0.66790 -0.80 0.56 -1.39
Si 1.88085 -2.46641 -1.03433 0.68 -0.53 0.15
C 0.94549 -2.13596 -2.72006 0.13 0.03 0.45
C 2.50232 -4.29385 -1.30375 -0.25 0.42 -0.11
C 3.59240 -1.58217 -1.22377 -0.66 -0.04 0.18
H -2.51936 -2.90300 2.52285 -0.23 -0.21 -0.04
H -1.84063 -1.30496 2.20599 -0.07 0.24 -0.02
H -0.96297 -2.45393 3.19540 0.23 -0.01 0.28
H -2.89865 -3.89952 -0.24875 -0.11 -0.25 0.27
H -1.63072 -3.77211 -1.45683 0.09 -0.10 -0.24
H -2.47005 -2.32776 -0.92335 0.01 0.04 0.00
H -1.42188 -5.34174 1.54981 -0.35 -0.15 0.03
H 0.21899 -5.01205 2.08404 0.25 0.08 0.22
H -0.07651 -5.48149 0.42697 0.15 -0.17 -0.30
H 1.32111 -1.49550 1.23040 0.15 -0.23 0.11
H 0.10982 -2.83037 -2.80037 -0.14 -0.07 -0.01
H 1.53766 -2.21225 -3.63311 0.37 -0.11 -0.16
H 0.52912 -1.12351 -2.65793 0.01 -0.01 -0.13
H 1.68600 -5.00629 -1.28848 -0.33 -0.26 0.01
H 3.18265 -4.56902 -0.50486 0.15 0.01 0.32
H 3.03676 -4.41506 -2.24375 0.10 0.01 -0.36
H 3.46332 -0.51408 -1.33580 -0.04 0.32 -0.03
H 4.14345 -1.96441 -2.08017 0.01 -0.16 -0.28
H 4.20166 -1.75762 -0.34332 0.12 -0.10 0.32
```
Forces are in eV/Å.

Output
Kohn-Sham gap	0.1436	Eh
LUMO energy	0.1738	Eh
charge	-2

Q: Which electronic energy values were calculated for the entries above? A: -60885.9945 -26397.0239 -119723.6147 -107418.6442, in eV.
Q: Which molecular weight values were calculated for the entries above? A: 540.56 310.48 672.69 561.02, in g mol⁻¹.